#A
Entry from OMol25: a molecular structure, C22H57AlBNOP (ωB97M-V with the def2-TZVPD basis set).

Calculated values
total charge = -1
HOMO = -3.79 eV
2S+1 = 1

Each line ends with the Löwdin charge.
Atoms and positions in Å:
C (2.004, -3.477, -4.530)  -0.143
C (0.853, -3.499, -5.546)  -0.355
C (-0.351, -2.620, -5.176)  -0.331
Al (-1.077, -2.699, -3.291)  0.282
P (0.103, -0.921, -2.109)  0.519
N (-0.460, 0.563, -2.403)  -0.417
B (-0.828, -4.598, -2.227)  -0.540
C (-2.044, -5.380, -1.594)  -0.101
O (0.420, -5.209, -1.989)  -0.005
H (1.645, -3.282, -3.518)  0.021
H (2.558, -4.421, -4.503)  0.062
H (2.731, -2.700, -4.781)  0.064
H (0.525, -4.531, -5.715)  0.086
H (1.266, -3.174, -6.511)  0.083
H (-1.175, -2.853, -5.862)  0.033
H (-0.093, -1.572, -5.386)  0.040
H (-2.636, -2.247, -3.290)  -0.077
H (0.140, -1.193, -0.703)  -0.090
H (1.465, -1.016, -2.493)  -0.078
H (0.256, 1.167, -2.790)  -0.129
H (-2.556, -5.911, -2.407)  0.055
H (-2.789, -4.717, -1.145)  0.035
H (-1.722, -6.122, -0.854)  0.045
H (0.872, -5.435, -2.809)  0.060
C (-4.057, 3.005, 2.387)  -0.114
C (-4.768, 1.979, 1.512)  -0.270
C (-4.747, 0.565, 2.091)  -0.231
C (-3.348, -0.027, 2.269)  -0.234
C (-2.506, -0.081, 0.995)  -0.267
C (-3.096, -0.947, -0.110)  -0.106
H (-3.001, 2.761, 2.511)  0.060
H (-4.111, 4.003, 1.949)  0.066
H (-4.509, 3.051, 3.382)  0.070
H (-4.320, 1.976, 0.516)  0.102
H (-5.810, 2.284, 1.376)  0.100
H (-5.340, -0.090, 1.447)  0.100
H (-5.252, 0.572, 3.064)  0.104
H (-3.449, -1.041, 2.672)  0.106
H (-2.804, 0.546, 3.028)  0.081
H (-1.515, -0.466, 1.255)  0.084
H (-2.337, 0.927, 0.606)  0.101
H (-3.229, -1.979, 0.225)  0.077
H (-2.432, -0.948, -0.971)  0.002
H (-4.063, -0.575, -0.453)  0.072
C (-0.208, 1.262, 5.046)  -0.110
C (0.969, 0.310, 4.861)  -0.266
C (0.575, -1.005, 4.188)  -0.220
C (-0.452, -1.839, 4.954)  -0.228
C (-0.042, -2.216, 6.377)  -0.273
C (1.221, -3.069, 6.442)  -0.115
H (-0.976, 0.831, 5.690)  0.065
H (0.105, 2.207, 5.492)  0.067
H (-0.664, 1.480, 4.077)  0.065
H (1.443, 0.117, 5.829)  0.095
H (1.730, 0.794, 4.243)  0.105
H (1.476, -1.599, 4.012)  0.102
H (0.166, -0.785, 3.197)  0.101
H (-0.646, -2.754, 4.385)  0.112
H (-1.405, -1.304, 4.988)  0.095
H (-0.867, -2.762, 6.842)  0.102
H (0.098, -1.312, 6.977)  0.096
H (1.092, -3.996, 5.877)  0.075
H (1.466, -3.336, 7.471)  0.065
H (2.082, -2.545, 6.025)  0.064
C (4.677, 5.657, -1.372)  -0.118
C (3.798, 5.634, -2.618)  -0.276
C (2.525, 4.804, -2.453)  -0.228
C (2.755, 3.321, -2.160)  -0.224
C (3.590, 2.579, -3.202)  -0.268
C (2.950, 2.560, -4.587)  -0.107
H (5.017, 4.655, -1.104)  0.064
H (5.563, 6.275, -1.522)  0.064
H (4.128, 6.060, -0.518)  0.073
H (4.379, 5.258, -3.466)  0.096
H (3.516, 6.659, -2.875)  0.100
H (1.916, 4.908, -3.355)  0.101
H (1.928, 5.229, -1.639)  0.109
H (1.781, 2.829, -2.075)  0.098
H (3.230, 3.211, -1.181)  0.101
H (3.726, 1.550, -2.860)  0.103
H (4.593, 3.014, -3.269)  0.094
H (1.964, 2.090, -4.551)  0.071
H (3.562, 1.995, -5.293)  0.067
H (2.827, 3.566, -4.992)  0.062

---

#B
Entry from OMol25: a molecular structure, C22H57AlBNOP (ωB97M-V with the def2-TZVPD basis set).

Calculated values
total charge = -1
HOMO = -3.81 eV
2S+1 = 1

Each line ends with the Löwdin charge.
Atoms and positions in Å:
C (2.721, 5.375, -0.115)  -0.143
C (2.995, 5.662, -1.597)  -0.354
C (2.452, 4.602, -2.564)  -0.333
Al (2.778, 2.649, -2.168)  0.289
P (0.804, 1.950, -0.893)  0.517
N (-0.515, 1.673, -1.779)  -0.417
B (4.596, 2.157, -1.012)  -0.540
C (5.672, 1.121, -1.526)  -0.101
O (4.875, 2.671, 0.264)  0.004
H (2.657, 4.302, 0.076)  0.019
H (3.496, 5.777, 0.545)  0.062
H (1.776, 5.823, 0.203)  0.065
H (4.071, 5.792, -1.753)  0.087
H (2.557, 6.643, -1.827)  0.083
H (2.857, 4.796, -3.565)  0.033
H (1.367, 4.737, -2.667)  0.040
H (2.715, 1.787, -3.540)  -0.079
H (1.104, 0.829, -0.052)  -0.091
H (0.565, 2.968, 0.071)  -0.079
H (-1.299, 2.251, -1.498)  -0.128
H (6.282, 1.650, -2.270)  0.054
H (5.234, 0.270, -2.053)  0.035
H (6.334, 0.764, -0.730)  0.044
H (4.837, 3.630, 0.303)  0.052
C (-1.864, -4.549, -2.608)  -0.114
C (-0.720, -4.044, -3.479)  -0.270
C (0.662, -4.299, -2.877)  -0.230
C (0.903, -3.613, -1.532)  -0.234
C (0.718, -2.096, -1.540)  -0.268
C (1.667, -1.352, -2.470)  -0.106
H (-1.876, -4.051, -1.637)  0.060
H (-2.832, -4.367, -3.079)  0.066
H (-1.776, -5.624, -2.429)  0.070
H (-0.848, -2.975, -3.665)  0.102
H (-0.770, -4.531, -4.458)  0.100
H (1.423, -3.976, -3.591)  0.100
H (0.801, -5.379, -2.752)  0.104
H (1.923, -3.844, -1.203)  0.106
H (0.237, -4.045, -0.777)  0.081
H (0.861, -1.726, -0.521)  0.082
H (-0.311, -1.838, -1.804)  0.101
H (2.711, -1.540, -2.206)  0.077
H (1.481, -0.283, -2.403)  0.003
H (1.527, -1.635, -3.515)  0.071
C (-1.012, -4.441, 2.295)  -0.110
C (-0.367, -3.508, 3.314)  -0.266
C (0.980, -2.954, 2.848)  -0.220
C (2.055, -4.008, 2.580)  -0.228
C (2.375, -4.917, 3.766)  -0.273
C (2.911, -4.167, 4.981)  -0.115
H (-0.392, -5.319, 2.105)  0.065
H (-1.990, -4.792, 2.628)  0.067
H (-1.146, -3.915, 1.347)  0.065
H (-0.255, -4.028, 4.272)  0.095
H (-1.035, -2.664, 3.505)  0.105
H (1.344, -2.235, 3.587)  0.103
H (0.825, -2.382, 1.928)  0.100
H (2.969, -3.495, 2.267)  0.113
H (1.755, -4.626, 1.729)  0.095
H (3.113, -5.658, 3.446)  0.102
H (1.483, -5.484, 4.051)  0.096
H (3.820, -3.618, 4.727)  0.075
H (3.150, -4.851, 5.797)  0.065
H (2.185, -3.446, 5.359)  0.064
C (-6.635, 2.515, 2.091)  -0.118
C (-6.459, 3.135, 0.709)  -0.276
C (-5.338, 2.496, -0.110)  -0.228
C (-3.943, 2.609, 0.508)  -0.224
C (-3.477, 4.035, 0.791)  -0.268
C (-3.369, 4.897, -0.463)  -0.108
H (-5.734, 2.627, 2.696)  0.064
H (-7.457, 2.982, 2.636)  0.064
H (-6.850, 1.447, 2.012)  0.073
H (-6.276, 4.209, 0.812)  0.096
H (-7.396, 3.041, 0.151)  0.100
H (-5.332, 2.940, -1.109)  0.101
H (-5.566, 1.435, -0.256)  0.109
H (-3.226, 2.133, -0.167)  0.098
H (-3.906, 2.032, 1.436)  0.101
H (-2.497, 3.984, 1.272)  0.103
H (-4.144, 4.520, 1.512)  0.094
H (-2.674, 4.452, -1.179)  0.071
H (-3.003, 5.897, -0.223)  0.067
H (-4.334, 5.012, -0.960)  0.062

---

It turns out #B is the most stable, with the second structure 0.0055 hartree higher.

---

#A
Entry from OMol25: C4H8 in the gas phase (ωB97M-V with the def2-TZVPD basis set).

Calculated values
SMILES string = C1CCC1
HOMO = -10.59 eV
2S+1 = 1

Each line ends with the natural charge from an NBO analysis.
Atoms and positions in Å:
C (1.059, -0.266, -0.037)  -0.401
C (0.254, 1.058, 0.018)  -0.397
C (-1.064, 0.245, -0.041)  -0.404
C (-0.278, -1.046, 0.014)  -0.402
H (1.765, -0.426, 0.818)  0.198
H (1.644, -0.381, -0.930)  0.200
H (0.459, 1.709, -0.837)  0.202
H (0.303, 1.612, 0.976)  0.200
H (-1.586, 0.415, -0.958)  0.199
H (-1.734, 0.410, 0.784)  0.200
H (-0.371, -1.537, 0.979)  0.201
H (-0.450, -1.792, -0.785)  0.203

---

#B
Entry from OMol25: a molecular structure, C4H8 (ωB97M-V with the def2-TZVPD basis set).

Calculated values
HOMO = -8.71 eV
2S+1 = 1

Each line ends with the natural charge from an NBO analysis.
Atoms and positions in Å:
C (-0.487, 0.721, 1.409)  -0.694
C (-0.123, -1.333, -0.944)  -0.669
C (0.449, 0.003, -0.751)  -0.122
C (0.592, 1.053, -0.071)  -0.167
H (0.549, -1.923, -1.568)  0.237
H (-0.720, 1.736, 1.727)  0.201
H (-1.410, 0.191, 1.195)  0.199
H (0.091, 0.221, 2.182)  0.200
H (-0.264, -1.845, 0.006)  0.226
H (-1.085, -1.263, -1.453)  0.235
H (1.198, 1.928, 0.054)  0.228
H (1.210, 0.510, -1.787)  0.126

---

#C
Entry from OMol25: 2 unconnected molecules or ions with the total composition C4H8 (ωB97M-V with the def2-TZVPD basis set).

Calculated values
SMILES string = C=C.C=C
HOMO = -9.27 eV
2S+1 = 1

Each line ends with the natural charge from an NBO analysis.
Atoms and positions in Å:
C (-2.377, 2.146, 0.306)  -0.394
C (-1.324, 2.932, 0.182)  -0.376
H (-3.054, 2.315, 1.131)  0.196
H (-2.367, 1.230, -0.264)  0.198
H (-1.142, 3.865, 0.703)  0.192
H (-0.608, 2.709, -0.597)  0.184
C (1.771, -3.131, 0.056)  -0.385
C (1.931, -1.981, -0.602)  -0.389
H (1.145, -3.203, 0.948)  0.186
H (2.300, -4.070, -0.074)  0.197
H (1.937, -1.036, -0.067)  0.195
H (2.009, -1.912, -1.677)  0.195

---

It turns out #A is the most stable, with the second structure 0.0708 hartree higher.